The following is a quantum chemistry calculation of one molecule with the formula C4H5N3O, from the Open Molecules 2025 dataset.

Cartesian coordinates (Å):
C -0.3303 1.1905 -1.5392
C 0.9232 0.5867 0.3223
C 0.6755 -0.8398 1.9357
C -0.5053 -1.4520 0.8311
H 0.4558 1.9317 -1.2077
H 1.3342 1.4559 0.0089
H 1.2235 -1.7136 2.0601
H 0.2342 -0.5133 3.0124
H -1.2477 -2.2858 1.4152
N -0.0622 0.1194 -0.6112
N 1.4197 0.1064 1.4672
N -0.8770 -0.9635 -0.3411
O -1.2428 1.1720 -2.2740

As for the SMILES: O=CN1C=NCC=N1. The HOMO-LUMO gap comes out at 9.308 eV. For the total energy, the calculation gives -394.76994 Eh. As for the molar mass: 111.104 g mol⁻¹. The HOMO energy comes out at -9.1332 eV. The value obtained for the largest force on an atom is 0.180 Eh/bohr.

***

The following is a quantum chemistry calculation of an isolated ion of composition C5H11INO3S and charge +1, from the Open Molecules 2025 dataset.

Cartesian coordinates (Å):
C -0.5950 -0.5281 0.7644
C -1.0340 -2.0371 -1.2264
C -0.1138 1.9935 0.7633
C 0.4811 0.6681 -1.2315
C -1.5920 -1.0507 -0.1540
N 0.3142 0.6823 0.2380
O -0.3151 -0.8379 1.8659
O 2.2649 -0.9485 0.4198
O 2.7196 1.4070 0.5792
S 1.9994 0.2777 0.9985
I 2.0830 0.1897 3.3853
H 0.0461 -2.0882 -1.0953
H -1.2638 -1.7668 -2.2369
H -1.5623 -2.9969 -0.7894
H 0.7998 2.5209 1.1966
H -0.6310 2.4885 -0.1292
H -0.8905 1.8043 1.5173
H 1.4050 0.2245 -1.3095
H -0.3499 0.1122 -1.7382
H 0.6950 1.6736 -1.6190
H -2.1240 -0.2035 -0.6714
H -2.3369 -1.5845 0.4726

As for the SMILES: CCC(=O)[N+](C)(C)S(=O)(=O)I. Its charge is +1. The HOMO-LUMO gap comes out at 8.517 eV. For the total energy, the calculation gives -1173.11141 Eh. As for the molar mass: 292.118 g mol⁻¹. The HOMO energy comes out at -14.2608 eV. The value obtained for the largest force on an atom is 0.068 Eh/bohr.

***

The following is a quantum chemistry calculation of one molecule with the formula C3H5N, from the Open Molecules 2025 dataset.

Cartesian coordinates (Å):
C 0.2594 0.5269 0.2775
C 0.1129 -0.1060 -1.0560
C -0.6863 -0.5405 0.1583
N 1.1920 1.2147 1.0874
H -0.4876 0.3409 -1.7446
H 0.9567 -0.5698 -1.5271
H -0.4696 -1.4536 0.7206
H -1.8340 -0.4727 0.0889
H 0.9566 1.0601 1.9950

As for the expectation value of S²: 2.01. The HOMO-LUMO gap (alpha / beta) comes out at 7.778 / 7.573 eV. For the total energy, the calculation gives -171.82227 Eh. The spin multiplicity is 3. As for the molar mass: 55.080 g mol⁻¹. The HOMO energy (alpha / beta) comes out at -6.6235 / -10.0121 eV. The value obtained for the largest force on an atom is 0.075 Eh/bohr.

***

The following is a quantum chemistry calculation of an isolated ion of composition C21H32N3O and charge +1, from the Open Molecules 2025 dataset.

Cartesian coordinates (Å):
C -4.3927 -3.6985 0.4715
C -5.2334 -2.4600 0.1267
C -4.2700 -1.2625 0.0593
N -2.9471 -1.8181 0.2994
C -1.8156 -1.1030 0.2208
C -0.5792 -1.6556 0.4299
C 0.7003 -1.0035 -0.0095
C 1.7739 -1.9998 -0.4178
C 2.5412 -1.7848 -1.5723
C 3.6631 -2.5831 -1.8066
C 3.9598 -3.6580 -0.9617
C 3.1359 -3.9212 0.1355
C 2.0420 -3.0940 0.4116
C -2.9194 -3.2581 0.4651
H -4.6378 -4.0754 1.4659
H -4.5437 -4.5011 -0.2523
H -5.7277 -2.5881 -0.8385
H -5.9994 -2.2829 0.8823
H -4.3318 -0.7596 -0.9200
H -4.5104 -0.5001 0.8167
H -1.9149 -0.0472 -0.0660
H -0.4858 -2.6359 0.9047
H 0.4767 -0.3638 -0.8674
H 2.2817 -0.9670 -2.2557
H 4.3042 -2.3753 -2.6624
H 4.8326 -4.2888 -1.1515
H 3.3320 -4.7679 0.7921
H 1.4380 -3.2609 1.3088
H -2.4121 -3.5308 1.4014
H -2.3731 -3.7479 -0.3591
C -0.5089 5.9997 -2.5211
C 0.1923 5.1007 -1.5176
C -0.7645 4.1630 -0.7918
N -0.0616 3.3032 0.1622
C 0.1800 1.9964 -0.0449
C 0.8460 1.3531 1.1587
C 2.1222 2.0954 1.5455
C 3.1180 1.0469 2.0287
C 2.7061 -0.2809 1.4149
N 1.2427 -0.1357 1.0439
O -0.0937 1.4250 -1.1157
H 0.2370 6.5653 -3.0843
H -1.1059 5.4157 -3.2296
H -1.1687 6.7137 -2.0162
H 0.9545 4.4884 -2.0184
H 0.7119 5.7158 -0.7716
H -1.4974 4.7395 -0.2138
H -1.2875 3.5033 -1.4904
H 0.2112 3.7107 1.0463
H 0.1085 1.3994 1.9860
H 2.5200 2.6632 0.6878
H 1.8739 2.8269 2.3270
H 4.1464 1.2939 1.7403
H 3.0831 0.9808 3.1189
H 3.2870 -0.4806 0.5159
H 2.7846 -1.1297 2.1064
H 0.7756 -0.4805 1.8822

As for the SMILES: CCCNC(=O)[C@@H]1CCC[N@@H+]1[C@H](/C=C/N1CCCC1)c1ccccc1. Its charge is +1. The HOMO-LUMO gap comes out at 7.910 eV. For the total energy, the calculation gives -1058.66619 Eh. As for the molar mass: 342.507 g mol⁻¹. The HOMO energy comes out at -10.4413 eV. The value obtained for the largest force on an atom is 0.057 Eh/bohr.

***

The following is a quantum chemistry calculation of a 7-piece molecular cluster, C17H51N3O7 overall, from the Open Molecules 2025 dataset.

Cartesian coordinates (Å):
O 1.3420 0.0029 3.7402
H 0.7799 0.5551 4.3224
H 1.3396 -0.9381 4.0020
H 0.8853 0.0795 2.7944
O -0.5633 -2.0231 0.7128
H 0.0749 -2.7076 0.9897
H -1.4722 -2.2016 0.9950
H -0.2811 -1.0468 0.9276
O -2.8276 0.6045 2.2606
H -3.0193 1.0808 3.0962
H -1.8022 0.6343 2.0313
H -3.1269 -0.3184 2.2889
O -0.2004 0.4128 1.6856
H -0.3474 1.3370 1.4413
C -0.2160 3.6204 2.3733
C 1.0664 3.8463 3.1409
C 1.8400 5.1455 2.8921
O 2.9312 5.3062 3.7608
C 3.9701 4.3768 3.5586
N 0.7175 3.7945 4.5696
H -0.6661 2.6439 2.5880
H -0.2193 3.7180 1.2833
H -0.9686 4.3419 2.7079
H 1.7168 2.9988 2.8641
H 1.1412 5.9690 3.0299
H 2.2576 5.1059 1.8803
H 4.2925 4.2240 2.5267
H 3.7694 3.4285 4.0723
H 4.8635 4.7144 4.0875
H 1.5927 3.8743 5.0904
H 0.3972 2.8782 4.8841
C 4.3727 1.9405 -0.3445
C 2.9908 1.3496 -0.5128
C 2.9622 0.1708 -1.4942
O 3.2919 0.5224 -2.7850
C 2.7061 -0.2866 -3.7875
N 2.5258 0.8584 0.8006
H 4.8397 1.5884 0.5755
H 4.2284 3.0066 -0.1327
H 5.0807 1.8781 -1.1673
H 2.2704 2.0729 -0.9008
H 1.9449 -0.2549 -1.3692
H 3.4948 -0.6825 -1.0347
H 2.9817 -1.3376 -3.6530
H 3.0058 -0.0879 -4.8153
H 1.6267 -0.1202 -3.7414
H 1.5409 1.0597 0.9613
H 2.5986 -0.1586 0.8088
C -2.2582 0.0529 -1.3494
C -2.3737 -1.2577 -2.1659
C -0.9779 -1.5288 -2.7454
C -0.8132 -2.9289 -3.3768
C -1.1299 -3.9614 -2.3236
C -2.5527 -3.7840 -1.7462
N -2.7221 -2.3948 -1.2837
O -3.9053 -2.1504 -0.5378
C -3.6382 -4.1097 -2.8135
C -2.6651 -4.7638 -0.5564
C -3.3631 -0.9837 -3.3113
H -1.6866 -0.1390 -0.4326
H -3.2416 0.2461 -0.9110
H -1.8489 0.8562 -1.9497
H -0.7368 -0.8784 -3.5870
H -0.2706 -1.4331 -1.9158
H 0.1516 -3.0591 -3.8628
H -1.5674 -2.9800 -4.1633
H -0.3659 -4.1328 -1.5632
H -1.2740 -4.8984 -2.8742
H -4.1091 -5.0803 -2.6693
H -4.4193 -3.3565 -2.7144
H -3.3090 -3.9956 -3.8438
H -3.7027 -5.0591 -0.3940
H -2.1842 -5.6995 -0.8492
H -2.1948 -4.4765 0.3910
H -4.4031 -1.0652 -2.9898
H -3.1759 -1.6707 -4.1331
H -3.3049 0.0326 -3.7030
H -3.6864 -2.3774 0.3696

Its charge is +2. The HOMO-LUMO gap comes out at 6.047 eV. For the total energy, the calculation gives -1368.40835 Eh. As for the molar mass: 409.609 g mol⁻¹. The HOMO energy comes out at -13.8251 eV. The value obtained for the largest force on an atom is 0.050 Eh/bohr.

***

The following is a quantum chemistry calculation of one molecule with the formula C2H4OS2, from the Open Molecules 2025 dataset.

Cartesian coordinates (Å):
C 0.5605 -0.1459 1.0080
C -0.5422 0.2773 0.1527
H 1.0635 -0.6321 -1.2343
H 0.0970 -1.0188 1.4338
H 0.9991 0.5383 1.7374
H -1.0866 2.0696 -0.5030
O -0.2797 1.5785 -0.1294
S 1.9956 -0.3237 -0.2946
S -1.9297 -0.5747 -0.1656

As for the SMILES: OC(=S)CS. The HOMO-LUMO gap comes out at 9.040 eV. For the total energy, the calculation gives -950.17949 Eh. As for the molar mass: 108.187 g mol⁻¹. The HOMO energy comes out at -9.2871 eV. The value obtained for the largest force on an atom is 0.057 Eh/bohr.